Formula: C12H21F12N6O10S4
Source: OMol25
Level of theory: ωB97M-V/def2-TZVPD

The calculation puts the frontier orbital gap at 8.630 eV. The value obtained for the electronic energy is -118149.5678 eV. As for the HOMO energy: -6.6016 eV. For the LUMO energy, the calculation gives 2.029 eV.

The geometry in ORCA input format:
```
! wB97M-V def2-TZVPD RIJCOSX def2/J DEFGRID3
* xyz -1 1
N 0.038 -0.217 -0.779
H 0.113 -0.642 0.134
H -0.902 0.071 -1.009
H 0.287 -0.966 -1.409
H 0.685 0.558 -0.792
C 2.058 -2.427 3.072
F 3.068 -1.656 2.607
F 2.515 -3.594 3.589
F 1.525 -1.810 4.092
S 0.814 -2.894 1.727
O 1.680 -2.990 0.584
O 0.190 -4.168 2.072
N -0.183 -1.447 1.606
S -1.449 -1.879 2.396
O -2.315 -2.793 1.649
O -1.154 -2.182 3.787
C -2.424 -0.206 2.581
F -2.605 0.419 1.404
F -3.619 -0.451 3.129
F -1.772 0.584 3.355
C -0.500 3.708 -1.192
F -0.802 4.948 -1.717
F -0.554 3.770 0.123
F -1.312 2.761 -1.701
S 1.327 3.302 -1.792
O 1.150 3.044 -3.246
O 2.105 4.507 -1.511
N 1.714 1.864 -0.969
S 3.244 1.978 -1.128
O 3.682 1.874 -2.525
O 3.884 2.980 -0.291
C 3.759 0.226 -0.476
F 5.052 0.000 -0.645
F 3.567 0.198 0.824
F 3.040 -0.766 -1.011
C -3.333 0.469 -2.336
O -2.537 0.261 -1.382
N -3.884 -0.496 -3.114
C -4.742 -0.204 -4.177
C -3.332 -1.870 -2.982
H -3.657 1.491 -2.584
H -5.533 -0.954 -4.163
H -4.219 -0.288 -5.130
H -5.177 0.789 -4.061
H -3.297 -2.163 -1.932
H -3.985 -2.636 -3.399
H -2.367 -2.116 -3.426
C 2.536 3.028 2.959
O 2.819 4.130 3.426
N 1.306 2.446 3.125
C 0.150 3.122 3.748
C 1.028 1.132 2.573
H 3.273 2.510 2.326
H -0.649 3.273 3.021
H 0.319 4.119 4.155
H -0.310 2.524 4.535
H 0.543 1.262 1.606
H 1.960 0.656 2.265
H 0.496 0.461 3.247
C 1.241 -4.901 -2.402
C 0.843 -3.501 -2.560
N 0.463 -2.426 -2.711
H 0.957 -5.411 -3.323
H 0.862 -5.376 -1.498
H 2.321 -5.032 -2.343
*
```

natural (NBO) population analysis, charges in e, atoms 1 to 6: -0.93 0.44 0.45 0.44 0.44 0.75